Record 1
Here is a molecular structure, C3H2N2 in a non-equilibrium geometry from the Open Molecules 2025 dataset. Energies are from ωB97M-V/def2-TZVPD.

E_HOMO (alpha / beta): -9.2 / -9.2 eV

Structure (XYZ):
```
7
Properties=species:S:1:pos:R:3:forces:R:3:nbo_charge:R:1
C 0.498999 0.586037 0.127477 -2.799 2.919 0.648 -0.085
C 1.784732 0.924914 -0.134943 -0.995 0.499 -0.281 0.319
C 2.577873 -0.927229 -0.064257 -0.374 -1.131 0.032 0.347
N 2.895973 0.269891 0.079353 1.684 0.283 0.393 -0.595
N 0.530054 -0.716947 0.121411 1.587 -0.479 -0.058 -0.584
H -0.397323 1.333415 0.206386 1.773 -1.589 -0.311 0.216
H 0.166315 -1.231880 -0.651953 -0.875 -0.503 -0.422 0.382
```
Positions in Å, forces in eV/Å.

---

Record 2
Here is 2 unconnected molecules or ions with the total composition BH3OS in a non-equilibrium geometry from the Open Molecules 2025 dataset. Energies are from ωB97M-V/def2-TZVPD.

SMILES string: B=O.S
E_HOMO: -9.1 eV

Structure (XYZ):
```
6
Properties=species:S:1:pos:R:3:forces:R:3:nbo_charge:R:1
B 1.866379 -0.112620 -0.126139 -0.646 0.286 0.140 0.929
O 0.736716 0.293714 -0.116908 0.459 0.072 -0.026 -0.836
H 2.943856 -0.488838 -0.076437 0.672 -0.256 -0.072 -0.083
S -2.350590 -0.251195 -0.212377 0.830 -0.457 0.349 -0.332
H -1.052698 -0.369614 0.209082 -0.723 -0.695 -0.544 0.186
H -2.143662 0.928554 0.322781 -0.592 1.050 0.152 0.136
```
Positions in Å, forces in eV/Å.

---

Record 3
Here is a single C4H9NO2 molecule in a non-equilibrium geometry from the Open Molecules 2025 dataset. Energies are from ωB97M-V/def2-TZVPD.

SMILES string: CNC(=O)CCO
E_HOMO: -9.7 eV

Structure (XYZ):
```
16
Properties=species:S:1:pos:R:3:forces:R:3:nbo_charge:R:1
C 2.285317 -0.780191 1.721744 -0.505 0.883 -0.114 -0.411
N 1.129024 0.062296 1.411995 -1.215 1.941 1.096 -0.601
C 0.549415 0.030348 0.197589 0.628 -3.508 -0.607 0.651
O 0.974106 -0.854992 -0.564865 -0.352 1.320 -0.241 -0.649
C -0.743169 0.753365 -0.113967 -0.151 0.496 0.779 -0.526
C -1.639448 -0.116666 -1.034645 -0.002 0.740 0.170 -0.056
O -2.492634 0.739419 -1.799262 -0.111 0.380 0.340 -0.717
H 1.947773 -1.830448 1.684976 0.760 0.429 -0.471 0.221
H 3.042356 -0.405927 1.023806 0.189 -1.232 -0.062 0.217
H 2.677104 -0.570384 2.715091 -0.376 0.146 0.143 0.203
H 0.740883 0.772749 2.031207 0.627 -0.557 0.163 0.387
H -0.512753 1.674015 -0.653502 0.251 -0.051 -0.317 0.225
H -1.215842 1.150491 0.827501 0.103 -0.763 -0.748 0.211
H -2.268044 -0.845345 -0.491086 0.449 0.285 -0.057 0.173
H -0.989813 -0.620153 -1.745457 0.023 -0.229 0.235 0.211
H -2.377510 1.630824 -1.441797 -0.317 -0.280 -0.307 0.459
```
Positions in Å, forces in eV/Å.

---

Record 4
Here is a molecular structure, C32H41HgN8O2P from the Open Molecules 2025 dataset. Energies are from ωB97M-V/def2-TZVPD.

Spin multiplicity: 2
Total charge: -1
E_HOMO (alpha / beta): -1.6 / -4.5 eV

Structure (XYZ):
```
85
Properties=species:S:1:pos:R:3:forces:R:3:mulliken_spin:R:1
Hg -0.384245 -0.216836 -0.481145 0.068 0.129 -0.012 0.001
C 2.654769 -3.604690 -0.694503 0.017 -0.011 0.026 0.001
C 1.592573 -2.718242 -0.076085 -0.050 -0.024 -0.038 0.006
O 1.737785 -1.465193 -0.306829 0.039 -0.025 -0.011 -0.001
C 0.602344 -3.320162 0.674926 0.000 0.044 0.030 -0.001
C -0.465826 -2.707302 1.425657 -0.001 -0.080 -0.013 0.001
C -1.049186 -3.517672 2.553868 0.004 0.030 0.011 0.000
N -0.935221 -1.521315 1.195293 0.027 -0.050 0.031 -0.001
N -1.883231 -1.051887 2.087298 0.033 -0.040 0.029 0.000
C -2.394653 0.111448 1.766753 -0.163 0.056 0.036 0.000
O -2.178590 0.829492 0.738967 0.045 -0.020 -0.060 -0.001
C -3.369104 0.656667 2.781080 0.027 -0.009 0.012 0.000
C -3.622115 0.005301 3.987151 0.007 0.006 -0.023 0.000
C -4.503436 0.549861 4.907662 -0.002 -0.005 0.007 0.000
C -5.146650 1.752010 4.636644 0.001 0.006 0.009 0.000
C -4.901663 2.403298 3.436763 -0.006 0.001 -0.005 0.000
C -4.017215 1.857839 2.515843 0.014 -0.007 -0.008 0.000
H 2.668422 -3.442918 -1.774348 -0.005 0.007 -0.004 0.000
H 2.495667 -4.662492 -0.488876 0.005 -0.004 -0.001 0.000
H 3.633750 -3.308204 -0.310136 0.005 0.000 -0.014 0.000
H 0.697733 -4.388641 0.815543 -0.001 -0.002 0.002 0.000
H -0.669292 -4.537051 2.526594 0.001 -0.010 -0.001 0.000
H -2.137490 -3.513256 2.512617 0.002 -0.008 -0.005 0.000
H -0.771717 -3.058730 3.505052 -0.011 -0.001 0.006 0.000
H -3.112947 -0.928666 4.182066 0.007 -0.003 0.004 0.000
H -4.690825 0.035806 5.842966 -0.001 -0.001 -0.001 0.000
H -5.833889 2.177198 5.358214 -0.003 -0.003 -0.003 0.000
H -5.402439 3.338556 3.216215 0.004 0.000 0.000 0.000
H -3.810556 2.348081 1.573941 -0.002 0.006 0.002 0.000
N -3.075792 0.163911 -11.037202 -0.003 0.003 -0.010 0.130
C -2.786273 -0.109134 -9.946686 0.005 -0.002 0.021 -0.022
C -2.432262 -0.441389 -8.624091 -0.002 0.000 -0.026 0.242
C -2.229874 -1.799116 -8.229263 -0.004 -0.012 -0.005 0.036
C -1.882174 -2.118484 -6.948534 -0.008 -0.007 0.008 0.041
C -1.709296 -1.106854 -5.970119 0.006 0.004 -0.004 0.222
C -1.913894 0.248813 -6.350441 0.006 0.007 0.006 0.061
C -2.259128 0.565127 -7.632899 -0.005 0.015 0.004 -0.004
N -1.342947 -1.429018 -4.654618 -0.014 -0.005 -0.027 -0.036
C -0.804741 -2.623458 -4.210205 0.019 -0.012 0.038 0.076
C -0.578424 -2.481274 -2.869354 -0.003 -0.010 -0.027 -0.033
N -0.963348 -1.236889 -2.475336 -0.027 0.040 0.005 0.042
C -1.421379 -0.624358 -3.568599 -0.001 -0.014 0.016 0.113
H -2.369694 -2.586822 -8.958694 0.002 0.000 0.001 0.014
H -1.764542 -3.160865 -6.681938 0.003 -0.003 0.001 0.035
H -1.773677 1.047991 -5.633728 0.005 0.003 0.003 0.059
H -2.398550 1.603336 -7.907984 0.002 0.000 0.001 0.009
H -0.610518 -3.443209 -4.874830 0.002 0.003 -0.012 0.009
H -0.164908 -3.188693 -2.169358 -0.004 -0.003 -0.001 -0.011
H -1.854666 0.358161 -3.591178 -0.009 0.018 -0.009 0.006
C 0.253012 2.691425 -2.576904 0.016 -0.014 0.025 0.018
P 0.779511 1.867739 -1.044673 -0.001 -0.071 0.031 -0.007
C 0.615567 3.130867 0.238235 -0.069 0.017 -0.035 0.001
C 2.561852 1.619660 -1.256579 -0.018 -0.035 -0.016 0.000
H 0.818353 3.610164 -2.743332 0.002 -0.001 -0.009 0.004
H -0.808507 2.929427 -2.507594 -0.004 0.007 -0.007 -0.001
H 0.400998 2.014973 -3.418931 -0.011 -0.001 -0.016 -0.014
H 1.140303 4.050412 -0.028411 0.003 -0.006 -0.003 0.000
H 1.008609 2.707434 1.162068 0.025 -0.006 0.015 0.001
H -0.447173 3.327616 0.386596 0.012 0.012 0.022 -0.001
H 3.080562 2.563045 -1.436659 -0.001 0.006 0.004 0.000
H 2.721221 0.938543 -2.092557 0.015 -0.002 0.006 0.001
H 2.950615 1.132977 -0.362621 -0.002 0.017 0.021 0.000
C 5.040279 -0.036621 3.192060 0.020 0.010 0.003 0.000
C 4.379531 -0.244839 1.843335 -0.011 -0.021 -0.007 0.000
N 2.949274 -0.301812 2.022007 -0.041 0.049 0.002 0.000
C 2.266789 0.554067 2.852854 0.066 -0.072 0.035 0.000
N 1.027473 0.768145 2.616153 -0.032 0.134 -0.040 0.001
C 0.213028 1.504574 3.565387 0.015 -0.008 -0.020 0.000
C 0.880638 1.723412 4.916355 0.001 -0.014 0.009 0.000
C 2.327691 2.111759 4.687902 0.008 -0.016 -0.008 0.000
N 2.986231 1.052515 3.946357 -0.034 0.005 -0.006 0.000
C 4.427456 1.186225 3.846921 -0.010 -0.022 -0.001 0.000
H 6.116954 0.103505 3.078212 -0.001 -0.004 0.001 0.000
H 4.867621 -0.911373 3.822225 -0.003 -0.003 0.001 0.000
H 4.703520 -1.180667 1.386261 0.001 0.007 -0.008 0.000
H 4.687313 0.568380 1.164819 0.005 -0.006 -0.002 0.000
H 2.385386 -0.667983 1.252013 0.045 0.016 -0.010 0.001
H -0.725194 0.962292 3.692619 -0.012 0.001 0.009 0.000
H -0.058903 2.473861 3.126624 -0.013 -0.002 0.012 0.000
H 0.857639 0.798075 5.497548 0.002 0.006 0.007 0.000
H 0.358530 2.493345 5.488155 -0.006 -0.002 -0.001 0.000
H 2.862744 2.240929 5.632161 0.001 0.004 -0.005 0.000
H 2.382863 3.069769 4.144205 0.000 -0.002 0.006 0.000
H 4.819000 1.319393 4.858801 0.000 0.013 -0.003 0.000
H 4.702551 2.088690 3.274252 0.002 -0.004 -0.002 0.000
```
Positions in Å, forces in eV/Å.

---

Record 5
Here is a single C19H24FNO3 molecule from the Open Molecules 2025 dataset. Energies are from ωB97M-V/def2-TZVPD.

SMILES string: CN(CCOc1ccccc1)C[C@@H](O)COCc1ccccc1F
E_HOMO: -8.3 eV

Structure (XYZ):
```
48
Properties=species:S:1:pos:R:3:forces:R:3:nbo_charge:R:1
C -2.273865 3.354881 -0.495698 0.086 0.021 -0.058 -0.402
N -0.990829 2.750670 -0.206662 -0.086 -0.017 -0.157 -0.451
C -0.464326 2.043090 -1.358337 0.443 -0.001 0.194 -0.233
C 1.029581 1.739586 -1.247922 -0.194 0.268 -0.390 -0.076
O 1.215783 0.603308 -0.432450 0.063 -0.155 0.179 -0.535
C 2.479655 0.232407 -0.088614 0.127 -0.113 0.115 0.385
C 3.640340 0.718302 -0.679032 -0.301 0.161 -0.165 -0.328
C 4.873391 0.239046 -0.266145 0.104 -0.082 0.079 -0.194
C 4.964955 -0.715628 0.728715 0.190 0.002 -0.033 -0.236
C 3.806984 -1.190734 1.326018 -0.046 0.012 -0.003 -0.201
C 2.573973 -0.720523 0.926764 -0.140 0.135 -0.074 -0.275
C -0.894004 2.070463 1.067493 0.075 -0.403 0.290 -0.221
C -1.392130 0.615597 1.184676 -0.220 0.066 -0.490 0.037
O -1.072488 0.186732 2.494147 0.004 -0.031 0.303 -0.727
C -2.899880 0.431826 0.958468 0.335 0.283 0.023 -0.102
O -3.312037 -0.875744 1.322659 -0.013 -0.035 0.238 -0.545
C -3.292060 -1.828852 0.278138 -0.131 -0.150 -0.174 -0.097
C -1.901656 -2.203720 -0.176739 -0.169 0.128 -0.242 -0.072
C -1.041100 -2.903807 0.661347 0.026 0.050 -0.159 -0.208
C 0.250172 -3.202208 0.266973 0.009 -0.099 0.128 -0.216
C 0.709625 -2.806056 -0.978467 -0.072 0.006 -0.034 -0.186
C -0.127970 -2.116520 -1.835510 -0.144 0.069 -0.075 -0.276
C -1.415149 -1.829252 -1.422466 0.043 -0.183 0.198 0.381
F -2.223115 -1.143094 -2.268795 0.068 -0.017 0.066 -0.337
H -3.031025 2.649885 -0.865884 -0.068 -0.007 -0.006 0.160
H -2.129672 4.123016 -1.257805 -0.113 0.024 -0.029 0.196
H -2.655825 3.833809 0.402777 -0.067 0.050 0.031 0.203
H -0.600896 2.701610 -2.220840 0.020 -0.094 -0.015 0.205
H -0.998061 1.103064 -1.567218 -0.023 -0.003 -0.098 0.179
H 1.547689 2.608221 -0.822608 0.000 -0.061 -0.038 0.189
H 1.423436 1.545397 -2.255855 0.011 0.024 0.110 0.177
H 3.596541 1.463532 -1.458050 -0.038 0.064 -0.063 0.218
H 5.769516 0.621827 -0.732622 0.062 0.030 -0.034 0.212
H 5.930222 -1.082826 1.042783 0.080 -0.026 0.026 0.211
H 3.868000 -1.926412 2.114342 -0.011 -0.062 0.076 0.213
H 1.662637 -1.062340 1.390497 -0.125 -0.032 0.068 0.232
H 0.159836 2.037007 1.356357 -0.072 0.000 0.123 0.212
H -1.416877 2.673444 1.812820 0.033 0.006 0.042 0.199
H -0.837130 -0.002913 0.467118 -0.162 0.174 0.107 0.181
H -1.666424 -0.550601 2.693845 0.113 0.039 -0.035 0.480
H -3.450844 1.108046 1.620182 0.040 0.027 -0.090 0.191
H -3.173791 0.638409 -0.080964 -0.005 0.013 -0.003 0.176
H -3.878264 -1.459454 -0.574413 0.056 -0.095 0.153 0.188
H -3.792254 -2.707451 0.696808 0.054 0.080 -0.132 0.202
H -1.397009 -3.202724 1.636210 -0.042 -0.049 0.123 0.217
H 0.904094 -3.742207 0.934315 0.072 -0.050 0.068 0.218
H 1.721637 -3.027143 -1.279897 0.099 -0.013 -0.033 0.224
H 0.200604 -1.792947 -2.810437 0.028 0.047 -0.111 0.230
```
Positions in Å, forces in eV/Å.

---

Record 6
Here is a molecular structure, C3H10BN in a non-equilibrium geometry from the Open Molecules 2025 dataset. Energies are from ωB97M-V/def2-TZVPD.

E_HOMO: -8.8 eV

Structure (XYZ):
```
15
Properties=species:S:1:pos:R:3:forces:R:3:nbo_charge:R:1
B -0.402931 0.126784 -0.289767 -3.218 -0.573 2.013 0.869
C -2.216887 -0.820843 0.117368 5.729 0.789 1.328 -0.878
C 2.047853 0.010994 0.448641 1.691 3.017 -1.554 -0.579
C 0.638183 0.295800 0.924609 -0.447 0.670 -2.046 -0.779
N -0.324184 0.809466 -1.497125 -1.507 -1.319 0.365 -1.107
H -2.287800 -0.863357 1.233505 -0.101 -0.003 -1.123 0.211
H -1.898768 -1.757886 -0.310778 -0.401 -0.612 0.061 0.203
H -3.016336 -0.404883 -0.367712 -1.970 1.084 -1.109 0.193
H 2.162919 -1.024314 0.332682 0.414 -1.582 0.189 0.204
H 2.138034 0.376155 -0.678286 0.386 -0.319 2.313 0.169
H 2.933307 0.453382 1.092307 -1.815 -0.865 -1.349 0.210
H 0.425870 -0.395473 1.684471 -0.628 -0.489 1.437 0.224
H 0.425198 1.356857 1.202025 0.421 -0.750 0.262 0.238
H -1.183452 0.696193 -2.063493 1.567 0.552 -0.083 0.420
H 0.558991 1.141132 -1.828451 -0.121 0.401 -0.704 0.402
```
Positions in Å, forces in eV/Å.

---

The calculation returns the following energy values, one per record and in order: -6116.471; -13608.043; -9878.576; -63330.033; -30441.534; -5438.977 eV.